A:
A cluster of 2 separate species, C3H7ClN3O in total. Source: OMol25; level of theory: ωB97M-V/def2-TZVPD.

Calculated values
**HOMO energy**: -12.08 eV
**Total charge**: +1
**Orbital gap**: 8.6 eV

Cartesian coordinates (Å):
C1 3.4919 -1.4221 0.0241
C2 1.2674 1.3593 -0.1731
C3 3.5777 -0.1004 0.0312
N1 2.2693 0.6756 -0.1528
N2 0.0967 1.6939 -0.2206
N3 -1.9380 0.1087 -0.0589
O1 2.3906 -2.1135 -0.1398
Cl1 4.8505 0.9840 0.1792
H1 4.4893 -1.9493 -0.1100
H2 -2.4862 0.4302 0.6402
H3 -0.3381 2.3725 -0.9171
H4 -1.0857 0.8146 -0.0155
H5 -1.3772 -0.6887 0.1176
H6 -2.5361 0.0993 -0.9918
H7 2.5932 -3.0249 -0.2994

These are the natural (NBO) partial charges, in e, on atoms 1 to 5: C 0.1350; C 0.7122; C -0.0021; N -0.4391; N -0.8914

=====

B:
A cluster of 2 separate species, C3H7ClN3O in total. Source: OMol25; level of theory: ωB97M-V/def2-TZVPD.

Calculated values
**HOMO energy (alpha / beta)**: -13.23 / -13.39 eV
**Total charge**: +1
**Orbital gap (alpha / beta)**: 7.5 / 7.7 eV

Cartesian coordinates (Å):
C1 1.6876 0.8244 -1.1735
C2 -0.2831 -0.5639 0.2515
C3 1.9422 0.0848 0.0006
N1 -0.7102 0.5743 0.4032
N2 -0.1878 -1.8335 0.2261
N3 -2.3953 0.9640 0.6318
O1 1.2039 1.9271 -1.1841
Cl1 2.8626 -1.3593 -0.0230
H1 1.8643 0.2266 -2.0108
H2 2.0122 0.5856 0.8735
H3 0.7944 -2.2392 0.0221
H4 -1.0318 -2.4550 0.1368
H5 -2.9679 0.0921 0.6800
H6 -2.2971 1.6249 1.4057
H7 -2.4939 1.5473 -0.2399

These are the natural (NBO) partial charges, in e, on atoms 1 to 5: C 0.3061; C 0.4960; C -0.1699; N -0.3624; N -0.8198

=====

Which is most stable? The ranking, best first, is A, B.

=====

A:
A cluster of 2 separate species, C4H11S2 in total. Source: OMol25; level of theory: ωB97M-V/def2-TZVPD.

Calculated values
**HOMO energy**: -2.47 eV
**Total charge**: -1
**Orbital gap**: 5.7 eV

Cartesian coordinates (Å):
C1 2.0700 1.5033 0.2796
S1 2.6633 -0.2478 0.0526
C2 1.0555 -0.8774 0.4503
H1 3.1000 2.0883 0.3950
H2 1.6391 1.6004 1.2919
H3 1.5013 2.1227 -0.5338
H4 0.3678 -0.0339 0.7459
H5 0.5595 -1.5668 -0.3150
H6 1.2087 -1.4362 1.3590
C3 -3.2224 -0.4481 0.8169
C4 -2.0129 -0.8605 0.0186
S2 -1.5289 0.5668 -1.0403
H7 -4.0149 -0.0976 0.1623
H8 -3.0309 0.4363 1.4065
H9 -3.5203 -1.2586 1.4684
H10 -2.1108 -1.8969 -0.4059
H11 -1.1908 -0.9666 0.8369

These are the natural (NBO) partial charges, in e, on atoms 1 to 5: C -0.7384; S 0.1534; C -0.7885; H 0.1859; H 0.2071

=====

B:
A cluster of 2 separate species, C4H11S2 in total. Source: OMol25; level of theory: ωB97M-V/def2-TZVPD.

Calculated values
**HOMO energy**: -2.24 eV
**Total charge**: -1
**Orbital gap**: 5.5 eV

Cartesian coordinates (Å):
C1 -1.4353 0.9461 2.8194
S1 -2.2623 0.6303 1.2491
C2 -0.9635 1.4632 0.2320
H1 -0.6429 0.1789 2.9474
H2 -0.9704 1.8761 2.7826
H3 -2.1933 0.8635 3.5964
H4 -0.0319 1.2966 0.7394
H5 -1.0900 2.5412 0.1532
H6 -1.0361 1.0108 -0.6977
C3 2.9328 -0.6736 -2.3035
C4 1.5391 -1.3089 -2.2588
S2 1.0877 -0.9702 -0.5010
H7 2.7126 0.3635 -1.9212
H8 3.6774 -1.1207 -1.6150
H9 3.3639 -0.8325 -3.3049
H10 0.8751 -0.9362 -3.0744
H11 1.6919 -2.3637 -2.5092

These are the natural (NBO) partial charges, in e, on atoms 1 to 5: C -0.7380; S 0.1344; C -0.6895; H 0.2195; H 0.2020

=====

Which is most stable? The ranking, best first, is B, A.

=====

A:
A cluster of 2 separate species, C5H10OS in total. Source: OMol25; level of theory: ωB97M-V/def2-TZVPD.

Calculated values
**HOMO energy**: -8.47 eV
**Structure (SMILES)**: CC(C)=S.C=CO
**Orbital gap**: 8.4 eV

Cartesian coordinates (Å):
C1 -1.3327 1.2912 -1.1264
C2 -2.4257 0.5579 -0.9470
C3 1.6430 -0.0145 0.5721
C4 1.6915 -1.2932 -0.1617
C5 0.8343 0.1907 1.8164
O1 -2.7438 -0.6897 -1.4022
S1 2.3623 1.3162 -0.0514
H1 -0.4370 0.8869 -1.6549
H2 -1.1773 2.3025 -0.8169
H3 -3.3820 1.2106 -0.6487
H4 0.6623 -1.8312 -0.1277
H5 2.2411 -1.9764 0.4033
H6 2.3003 -1.3710 -1.0395
H7 1.2377 0.7437 2.6186
H8 0.6263 -0.7357 2.2062
H9 -0.0507 0.7505 1.7277
H10 -2.0494 -1.3383 -1.3679

These are the natural (NBO) partial charges, in e, on atoms 1 to 5: C -0.5193; C 0.1401; C -0.0246; C -0.6976; C -0.6950

=====

B:
An isolated molecule of C5H10OS. Source: OMol25; level of theory: ωB97M-V/def2-TZVPD.

Calculated values
**HOMO energy (alpha / beta)**: -8.84 / -8.84 eV
**Orbital gap (alpha / beta)**: 8.8 / 8.8 eV

Cartesian coordinates (Å):
C1 -0.8714 0.4349 0.1062
C2 -0.5339 2.2760 0.0923
C3 0.2216 -1.5016 -1.0303
C4 1.4928 -0.3154 0.8708
C5 0.0748 -0.7211 0.2888
O1 -2.8309 -1.2115 -0.4312
S1 -2.5207 0.2497 -0.2815
H1 0.4582 2.5445 -0.3231
H2 -1.2428 2.8101 -0.4996
H3 -0.4766 2.4545 1.2201
H4 0.5736 -0.7675 -1.7989
H5 -0.7124 -1.8924 -1.1896
H6 0.9667 -2.3286 -0.9340
H7 2.2953 -0.4622 0.0832
H8 1.5644 0.8139 0.9906
H9 1.8350 -1.0568 1.7421
H10 -0.2938 -1.3264 1.0941

These are the natural (NBO) partial charges, in e, on atoms 1 to 5: C -0.1926; C -0.6135; C -0.5846; C -0.6164; C -0.3412

=====

Which is most stable? The ranking, best first, is A, B.

=====

A:
The ion H4NO2SSi with charge -1. Source: OMol25; level of theory: ωB97M-V/def2-TZVPD.

Calculated values
**HOMO energy**: -3.16 eV
**Total charge**: -1
**Orbital gap**: 7.1 eV

Cartesian coordinates (Å):
N1 -0.5645 -0.1995 -0.5204
O1 -2.5586 1.6530 0.6204
O2 -1.2519 3.1992 1.9903
Si1 0.3914 0.4658 0.6905
S1 -1.6662 1.7488 1.8364
H1 -1.6054 0.0868 -0.6178
H2 -0.2424 -0.5494 -1.4412
H3 1.1609 -0.7681 1.1081
H4 1.8141 1.1485 0.1452

These are the natural (NBO) partial charges, in e, on atoms 1 to 5: N -1.3714; O -1.0244; O -1.0037; Si 0.7856; S 1.3358

=====

B:
A structure of composition H4NO2SSi. Source: OMol25; level of theory: ωB97M-V/def2-TZVPD.

Calculated values
**HOMO energy**: -3.92 eV
**Total charge**: -1
**Orbital gap**: 7.5 eV

Cartesian coordinates (Å):
N1 1.3581 -0.9942 0.5881
O1 3.5870 -0.4366 -0.7373
O2 1.9079 1.1044 -0.0283
Si1 0.4112 0.5386 0.0144
S1 2.8052 -0.2139 0.4653
H1 1.5929 -1.9853 1.0329
H2 -0.1913 -0.1389 -1.2744
H3 -0.1198 0.7086 1.3241
H4 -0.1358 2.1073 -0.6645

These are the natural (NBO) partial charges, in e, on atoms 1 to 5: N -1.2979; O -0.9993; O -1.0656; Si 1.2647; S 1.5732

=====

Which is most stable? The ranking, best first, is A, B.